Formula: C5H13NOS
Source: the OMol25 dataset
Level of theory: ωB97M-V with the def2-TZVPD basis set

SMILES string = OCCCNCCS
Frontier orbital gap = 9.6476 eV
Total charge = 0
ΔE to the lowest compared entry with this formula, charge and spin = 75.13 kcal/mol
Multiplicity = 1
Highest occupied orbital energy = -8.85 eV

Positions of all 21 atoms, in Å:
1 C 0.801 -0.928 -0.819
2 C 1.800 -2.071 -1.118
3 O 3.106 -1.631 -1.616
4 C 1.172 0.135 0.168
5 N 0.009 0.817 0.958
6 C -1.326 0.706 0.410
7 C -2.037 2.006 0.708
8 S -3.764 1.815 0.967
9 H -0.058 -1.293 -0.346
10 H 0.534 -0.607 -1.872
11 H 2.056 -2.698 -0.231
12 H 1.306 -2.783 -1.835
13 H 3.202 -0.837 -1.034
14 H 1.832 -0.482 1.039
15 H 1.941 0.987 -0.208
16 H 0.156 0.603 1.900
17 H -1.317 0.426 -0.650
18 H -1.883 -0.139 0.665
19 H -2.018 2.763 0.014
20 H -1.513 2.643 1.473
21 H -4.001 0.570 1.426